DFT (the ωB97M-V functional and the def2-TZVPD basis) results for a structure of composition C20H10AlClF6N4OPS2.

```
46
Properties=species:S:1:pos:R:3:lowdin_spin:R:1
Al -0.159 -0.564 -0.343 0.034
Cl -6.823 0.117 1.906 0.000
C -5.207 -0.354 1.492 0.001
C -4.946 -1.689 1.150 0.000
C -3.674 -2.088 0.829 0.001
C -2.606 -1.170 0.797 0.004
O -1.408 -1.591 0.473 0.014
C -2.884 0.175 1.156 0.001
C -1.797 1.072 1.397 0.000
N -0.621 0.883 0.901 0.000
C 0.544 1.423 1.487 0.000
C 0.726 2.676 1.996 0.000
C 1.945 3.003 2.626 0.000
C 2.948 2.084 2.748 0.000
C 2.795 0.785 2.208 0.000
C 3.788 -0.218 2.252 0.000
C 3.558 -1.427 1.658 0.000
C 2.346 -1.639 0.983 0.000
N 1.394 -0.734 0.938 0.001
C 1.595 0.469 1.555 0.000
C -4.191 0.558 1.521 0.000
H -5.759 -2.402 1.148 0.000
H -3.461 -3.116 0.569 0.000
H -1.953 1.881 2.112 0.000
H -0.056 3.421 1.913 0.000
H 2.079 4.002 3.017 0.000
H 3.877 2.342 3.238 0.000
H 4.729 -0.012 2.746 0.000
H 4.301 -2.211 1.662 0.000
H 2.166 -2.564 0.450 0.000
H -4.385 1.580 1.820 0.000
S -1.768 -0.157 -2.218 0.490
C -0.781 -1.184 -3.165 0.043
S 0.032 -2.229 -2.071 0.430
C -0.775 -1.277 -4.522 -0.018
C 0.042 -2.241 -5.176 0.002
N 0.704 -3.019 -5.704 -0.007
C -1.584 -0.404 -5.303 0.003
N -2.250 0.315 -5.905 -0.006
F 0.958 0.607 -1.224 -0.001
P 2.611 0.806 -2.122 0.001
F 3.169 1.229 -0.679 0.000
F 2.856 -0.726 -1.715 0.005
F 3.989 0.972 -2.846 0.000
F 1.814 0.326 -3.403 0.002
F 2.119 2.292 -2.351 0.000
```

Values from the calculation:
Multiplicity   2
Kohn-Sham gap (alpha / beta)   0.2720 / 0.1974 Ha
Net charge   0
HOMO level (alpha / beta)   -8.977 / -8.692 eV
Electronic energy   -95303.4955 eV

DFT (the ωB97M-V functional and the def2-TZVPD basis) results for a cluster of 8 separate species, H16O8 in total.

```
24
Properties=species:S:1:pos:R:3:mulliken_charge:R:1
O -1.975 -1.298 -0.177 -0.660
H -1.769 -0.919 -0.998 0.323
H -1.609 -2.137 -0.221 0.284
O 1.359 0.666 -2.006 -0.672
H 0.935 1.407 -2.531 0.303
H 0.839 0.656 -1.219 0.426
O 0.024 0.531 0.310 -0.631
H 0.270 0.599 1.225 0.344
H -0.739 -0.013 0.420 0.343
O 0.943 0.761 3.133 -0.686
H 1.106 1.725 3.200 0.283
H 1.812 0.290 3.277 0.352
O -2.998 -1.661 2.103 -0.672
H -3.145 -2.621 2.201 0.273
H -2.876 -1.450 1.159 0.435
O -1.344 0.120 -2.745 -0.710
H -1.402 0.785 -3.436 0.303
H -0.399 -0.019 -2.562 0.357
O 2.463 2.367 0.706 -0.592
H 2.105 2.870 -0.056 0.311
H 2.179 2.777 1.507 0.290
O 1.761 -1.977 -1.026 -0.613
H 0.998 -1.977 -0.477 0.287
H 1.463 -1.483 -1.787 0.322
```

Values from the calculation:
Relative energy (zero: lowest compared OMol25 entry of this formula, charge and spin)   58.97 kcal per mole
Multiplicity   1
Kohn-Sham gap   0.4028 Ha
Net charge   0
HOMO level   -10.771 eV
Electronic energy   -16639.4534 eV

DFT (the ωB97M-V functional and the def2-TZVPD basis) results for the molecule C5H14N2O.

```
22
Properties=species:S:1:pos:R:3:mulliken_charge:R:1
N 1.571 -2.575 -0.409 -0.611
C 1.835 -1.475 -1.323 -0.783
C 0.701 -0.420 -1.436 -0.439
N 0.611 0.316 -0.191 -0.317
C -1.940 0.390 0.113 -1.365
C -0.596 1.107 0.243 0.608
C -0.297 1.783 1.551 -0.656
O -1.065 1.408 2.710 -0.531
H 0.672 -2.969 -0.697 0.252
H 1.330 -2.260 0.526 0.283
H 2.112 -1.830 -2.308 0.383
H 2.635 -0.830 -0.939 0.374
H 0.911 0.265 -2.263 0.247
H -0.236 -0.928 -1.696 0.273
H 0.910 -0.220 0.611 0.215
H -1.881 -0.276 -0.732 0.330
H -2.790 1.012 -0.175 0.327
H -2.221 -0.094 1.045 0.373
H -0.589 1.933 -0.491 0.159
H 0.750 1.673 1.846 0.337
H -0.481 2.870 1.533 0.264
H -1.943 1.120 2.482 0.278
```

Values from the calculation:
Relative energy (zero: lowest compared OMol25 entry of this formula, charge and spin)   57.07 kcal per mole
Multiplicity   1
Kohn-Sham gap   0.3542 Ha
Net charge   0
HOMO level   -8.838 eV
Electronic energy   -10438.5532 eV

DFT (the ωB97M-V functional and the def2-TZVPD basis) results for a cluster of 3 separate species, C4H13N2 in total.

```
19
Properties=species:S:1:pos:R:3:lowdin_spin:R:1
C 3.434 1.602 0.329 0.006
N -2.204 0.926 0.417 0.018
C -3.360 0.300 -0.227 0.001
C 2.658 0.600 0.699 0.037
N 0.281 -0.426 -0.449 0.760
C 0.300 -1.876 -0.385 0.086
H 3.124 2.342 -0.400 0.001
H 4.477 1.657 0.624 0.002
H -2.329 0.991 1.419 0.000
H -4.174 1.022 -0.240 0.000
H -3.673 -0.665 0.181 0.000
H -3.067 0.081 -1.256 0.001
H 1.621 0.468 0.328 0.012
H 3.032 -0.261 1.245 0.001
H -1.360 0.378 0.242 0.006
H 0.378 -0.257 -1.455 0.017
H -0.428 -2.222 0.353 0.013
H 1.274 -2.291 -0.103 0.035
H 0.017 -2.368 -1.321 0.005
```

Values from the calculation:
Relative energy (zero: lowest compared OMol25 entry of this formula, charge and spin)   44.29 kcal per mole
Multiplicity   2
Kohn-Sham gap (alpha / beta)   0.3582 / 0.2940 Ha
Net charge   0
HOMO level (alpha / beta)   -8.852 / -8.841 eV
Electronic energy   -7335.3607 eV

DFT (the ωB97M-V functional and the def2-TZVPD basis) results for the molecule C2H6O2S.

```
11
Properties=species:S:1:pos:R:3:mulliken_charge:R:1
C 0.673 -0.902 0.482 -1.111
C 0.007 -0.081 -0.689 0.550
O 1.011 -0.059 -1.613 -0.438
O -0.377 1.561 -0.289 -0.540
S -1.691 -0.721 -1.141 -0.245
H -0.196 -1.054 1.237 0.277
H 0.844 -1.902 0.087 0.352
H 1.365 -0.294 0.967 0.345
H 1.024 0.682 -2.205 0.337
H -1.356 1.480 -0.273 0.328
H -1.917 0.255 -2.114 0.146
```

Values from the calculation:
Relative energy (zero: lowest compared OMol25 entry of this formula, charge and spin)   37.00 kcal per mole
Multiplicity   1
Kohn-Sham gap   0.3805 Ha
Net charge   0
HOMO level   -9.782 eV
Electronic energy   -17099.9169 eV

DFT (the ωB97M-V functional and the def2-TZVPD basis) results for a cluster of 2 separate species, CHN2O3 in total.

```
7
Properties=species:S:1:pos:R:3:mulliken_charge:R:1
C -0.825 -1.268 -0.172 0.766
N -0.042 -0.376 -0.493 -0.608
N -1.947 0.982 0.136 1.260
O -1.544 -2.072 0.192 -0.266
O -1.560 1.993 0.284 -0.176
O -2.459 0.017 0.017 -0.257
H 0.855 -0.406 -0.929 0.281
```

Values from the calculation:
Relative energy (zero: lowest compared OMol25 entry of this formula, charge and spin)   66.95 kcal per mole
Multiplicity   1
Kohn-Sham gap   0.3292 Ha
Net charge   +1
HOMO level   -16.305 eV
Electronic energy   -10162.1408 eV

DFT (the ωB97M-V functional and the def2-TZVPD basis) results for the ion C4H11N2S with charge +1.

```
18
Properties=species:S:1:pos:R:3:mulliken_charge:R:1
C -0.781 0.019 0.401 -0.164
C -2.272 -0.933 -1.211 -1.037
C -1.915 0.300 -0.406 -0.380
C 1.482 0.356 1.035 -0.174
N 0.295 0.695 0.402 -0.548
N 2.654 1.163 0.319 -0.274
S 1.994 -1.512 0.952 -0.152
H -0.852 -0.950 0.980 0.501
H -1.372 -1.453 -1.642 0.291
H -2.659 -1.722 -0.451 0.298
H -3.058 -0.727 -2.007 0.306
H -2.793 0.628 0.210 0.277
H -1.601 1.158 -0.973 0.306
H 1.511 0.589 2.045 0.422
H 2.921 1.904 0.998 0.363
H 2.015 1.540 -0.474 0.391
H 3.340 0.593 -0.020 0.356
H 1.090 -1.648 -0.157 0.216
```

Values from the calculation:
Relative energy (zero: lowest compared OMol25 entry of this formula, charge and spin)   42.00 kcal per mole
Multiplicity   1
Kohn-Sham gap   0.3837 Ha
Net charge   +1
HOMO level   -14.043 eV
Electronic energy   -18133.6976 eV

DFT (the ωB97M-V functional and the def2-TZVPD basis) results for a structure of composition C5H13O2Sr.

```
21
Properties=species:S:1:pos:R:3:mulliken_charge:R:1
C 2.699 0.841 -0.588 -0.683
O 1.443 0.448 -0.038 -0.554
C 1.307 -0.977 0.156 -0.490
H 2.808 0.399 -1.588 0.324
H 2.707 1.934 -0.662 0.267
H 3.513 0.507 0.069 0.294
H 1.337 -1.450 -0.838 0.417
H 2.182 -1.306 0.734 0.427
C -2.781 0.623 -0.590 -0.686
O -1.503 0.321 -0.031 -0.512
C -1.264 -1.084 0.124 -0.483
C 0.026 -1.331 0.879 -0.912
H -2.866 1.713 -0.662 0.262
H -2.864 0.176 -1.590 0.325
H -3.570 0.234 0.067 0.300
H -1.236 -1.544 -0.877 0.414
H -2.109 -1.510 0.682 0.428
H 0.066 -2.409 1.086 0.352
H -0.004 -0.837 1.863 0.332
H 0.203 3.266 1.618 -0.263
Sr -0.096 1.985 0.190 1.441
```

Values from the calculation:
Multiplicity   1
Kohn-Sham gap   0.2735 Ha
Net charge   +1
HOMO level   -10.929 eV
Electronic energy   -10318.2813 eV

Here are the calculated M numbers, same order: 593.86, 144.12, 118.18, 89.16, 94.13, 89.03, 119.21, 192.78 (u).